Record 1
{
  "formula": "C3H13N2O",
  "method": "the ωB97M-V functional and the def2-TZVPD basis",
  "symbols": ["C", "C", "C", "N", "N", "H", "H", "H", "H", "H", "H", "H", "H", "H", "H", "H", "H", "H", "O"],
  "xyz": [[0.7666, 1.1828, -0.2596], [-0.2145, 0.4504, -1.3585], [-1.6629, 0.4415, -0.9625], [-1.9297, -0.2816, 0.2994], [0.5729, 0.3628, 1.0486], [0.3990, 2.1661, -0.1535], [1.7599, 1.1288, -0.5952], [-0.2132, 0.9061, -2.3618], [0.1321, -0.6358, -1.5231], [-2.1439, 1.4794, -0.6911], [-2.2694, 0.2054, -1.8529], [-2.8801, -0.0527, 0.7314], [-0.4982, -0.0367, 0.9412], [-1.9719, -1.4092, 0.1704], [0.7271, 0.9963, 1.7634], [1.1513, -0.4814, 1.0295], [2.9681, -2.7093, 0.8397], [2.8896, -1.7113, 1.8230], [2.4172, -2.0016, 1.1117]],
  "mulliken_charge": [-0.60, -0.58, -0.52, -0.68, -0.23, 0.38, 0.35, 0.37, 0.26, 0.30, 0.34, 0.28, 0.46, 0.29, 0.33, 0.30, 0.31, 0.28, -0.64],
  "total_charge": 1,
  "e_above_lowest_kcal_mol": 30.20,
  "multiplicity": 1
}

Record 2
{
  "formula": "C45H48As2MoN2O3S",
  "method": "the ωB97M-V functional and the def2-TZVPD basis",
  "symbols": ["Mo", "O", "N", "C", "C", "C", "C", "C", "S", "H", "H", "H", "H", "C", "C", "As", "C", "C", "C", "C", "C", "C", "C", "C", "C", "C", "C", "C", "As", "C", "C", "C", "C", "C", "C", "C", "C", "C", "C", "C", "C", "H", "H", "H", "H", "H", "H", "H", "H", "H", "H", "H", "H", "H", "H", "H", "H", "H", "H", "H", "H", "H", "H", "H", "H", "C", "O", "C", "O", "H", "H", "H", "C", "C", "C", "C", "C", "C", "C", "C", "C", "C", "C", "C", "N", "H", "H", "H", "H", "H", "H", "H", "H", "H", "H", "H", "H", "H", "H", "H", "H", "H"],
  "xyz": [[-1.6311, 0.6456, 0.9300], [-1.1955, 2.1293, 2.3448], [-2.0238, 2.0687, 3.4439], [-1.9453, 3.1629, 4.2676], [-2.6065, 3.2187, 5.4317], [-3.4491, 2.1797, 5.7575], [-3.5469, 1.0774, 4.9273], [-2.7770, 0.9669, 3.7741], [-2.8673, -0.3817, 2.7755], [-1.2641, 3.8981, 3.8418], [-2.5308, 4.0313, 6.1410], [-4.0834, 2.2117, 6.6333], [-4.2241, 0.2308, 5.1410], [1.6018, 2.0492, 1.0264], [1.7824, 1.2692, 2.3383], [0.3563, -0.0583, 2.5296], [1.3123, -1.8049, 2.5756], [2.6436, -1.9268, 2.8901], [3.2125, -3.1719, 2.9999], [2.4291, -4.3006, 2.7904], [1.0628, -4.2060, 2.5700], [0.5091, -2.9519, 2.4441], [-0.0832, -0.1633, 4.4366], [-0.5880, -1.3691, 4.9936], [-0.6536, -1.4469, 6.3745], [-0.3989, -0.3316, 7.1684], [0.0697, 0.8718, 6.6232], [0.2357, 0.9161, 5.2479], [0.6642, 0.9772, -0.2745], [1.8004, -0.5228, -0.3987], [3.1450, -0.4574, -0.2262], [3.9387, -1.6136, -0.4024], [3.3191, -2.8078, -0.6009], [1.9401, -2.9017, -0.7816], [1.2160, -1.7661, -0.6179], [0.7905, 2.0611, -1.9319], [1.3254, 3.3416, -1.9659], [1.3498, 4.0304, -3.1655], [0.6886, 3.5066, -4.2675], [0.2349, 2.2037, -4.2566], [0.3153, 1.4237, -3.0792], [2.5905, 2.4410, 0.6922], [0.9078, 2.9025, 1.1774], [1.7980, 1.8554, 3.2265], [2.6902, 0.6147, 2.3675], [3.2471, -1.0316, 2.9774], [4.2446, -3.3334, 3.3173], [2.9512, -5.2506, 2.8661], [0.4283, -5.1128, 2.4156], [-0.5383, -2.8749, 2.2641], [-0.6835, -2.2524, 4.3832], [-0.9601, -2.3866, 6.8321], [-0.4457, -0.4714, 8.2178], [0.2510, 1.7475, 7.2361], [0.5565, 1.8476, 4.8244], [3.5336, 0.5472, -0.0809], [5.0087, -1.6049, -0.3802], [3.9705, -3.6807, -0.7170], [1.4635, -3.8286, -0.9821], [0.1129, -1.8035, -0.6655], [1.7520, 3.8088, -1.0801], [1.8997, 4.9337, -3.1770], [0.6543, 3.9932, -5.2434], [-0.2421, 1.7881, -5.1597], [0.7687, -0.3876, -2.4776], [-3.9806, 3.8014, -0.9867], [-2.6112, 3.1949, -0.8607], [-2.4969, 2.1664, -0.1208], [-3.4103, 1.5991, 0.5346], [-4.6529, 3.2372, -1.6105], [-3.8052, 4.8208, -1.3092], [-4.3882, 3.7848, 0.0117], [-2.8737, 1.0432, -3.1041], [-2.7283, -0.4982, -2.9717], [-2.5452, -0.9127, -1.5120], [-1.7406, -1.0564, -3.9964], [-2.2665, -1.9778, -4.9056], [-1.4170, -2.5059, -5.8772], [-0.0409, -2.1570, -5.9394], [0.5383, -1.3053, -4.9955], [2.0604, -1.2703, -4.9705], [2.7966, -0.0783, -4.3113], [2.6072, -2.5757, -4.3531], [-0.3793, -0.7174, -4.1020], [0.0413, 0.0618, -3.0020], [-3.9069, 1.3002, -2.8612], [-2.6413, 1.3909, -4.0916], [-2.3138, 1.5587, -2.3814], [-3.6694, -0.9391, -3.2858], [-1.5796, -0.4853, -1.1239], [-2.4355, -1.9696, -1.4010], [-3.4032, -0.5971, -0.8858], [-3.3235, -2.2763, -4.7466], [-1.7599, -3.2422, -6.5816], [0.5796, -2.6077, -6.6860], [2.4151, -1.2684, -5.9812], [2.6425, 0.0013, -3.1951], [2.5289, 0.8462, -4.7217], [3.8663, -0.2236, -4.4339], [2.1749, -3.4311, -4.7955], [2.3862, -2.7198, -3.2790], [3.6987, -2.7415, -4.4493]],
  "mulliken_charge": [-0.99, -0.13, 0.49, -0.34, -1.03, -0.17, -0.86, 1.04, -0.45, 0.59, 0.48, 0.45, 0.39, -1.53, -1.36, 1.30, 0.66, -0.73, -0.78, -0.63, -0.86, -0.43, 0.98, -0.77, -0.81, -0.73, -0.89, -0.32, 3.00, 0.15, -0.47, -1.29, -0.50, -1.24, 1.12, 0.53, -0.85, -0.99, -0.80, -0.86, 0.18, 0.82, 0.44, 1.14, 0.37, 0.45, 0.44, 0.39, 0.39, 0.53, 0.40, 0.42, 0.46, 0.47, 0.08, 0.49, 0.52, 0.40, 0.41, -0.33, 0.38, 0.48, 0.41, 0.42, -1.72, -0.74, -0.33, 1.18, -0.67, 0.25, 0.27, 0.35, -1.27, 0.33, -0.46, 0.60, -1.02, -1.17, -1.07, 0.17, 0.76, -1.81, -1.57, -0.45, 2.56, 0.46, 0.36, -0.16, 0.96, -0.83, 0.55, 0.53, 0.39, 0.41, 0.54, 0.73, 0.26, 0.38, 0.54, 0.53, 0.23, 0.43],
  "total_charge": 1,
  "e_above_lowest_kcal_mol": 1.47,
  "s_squared": 0.756,
  "multiplicity": 2
}

Record 3
{
  "formula": "C24H60N4O20PbPdS3Ti2",
  "method": "the ωB97M-V functional and the def2-TZVPD basis",
  "symbols": ["Pb", "Pd", "Ti", "Ti", "S", "O", "O", "O", "O", "S", "O", "O", "O", "O", "S", "O", "O", "O", "O", "C", "O", "C", "C", "N", "C", "C", "O", "C", "H", "H", "H", "H", "H", "H", "H", "H", "H", "H", "H", "H", "H", "H", "H", "C", "O", "C", "C", "N", "C", "C", "O", "C", "H", "H", "H", "H", "H", "H", "H", "H", "H", "H", "H", "H", "H", "H", "H", "C", "O", "C", "C", "N", "C", "C", "O", "C", "H", "H", "H", "H", "H", "H", "H", "H", "H", "H", "H", "H", "H", "H", "H", "C", "O", "C", "C", "N", "C", "C", "O", "C", "H", "H", "H", "H", "H", "H", "H", "H", "H", "H", "H", "H", "H", "H", "H"],
  "xyz": [[-1.1276, 2.2725, -2.5483], [-0.9198, 2.9401, 1.4224], [2.8790, 2.9248, -1.7218], [-1.3873, -1.3314, 0.4836], [0.4876, 4.4756, -1.1096], [-0.0127, 5.8591, -1.3710], [-0.5383, 3.7247, -0.4306], [0.6834, 3.7883, -2.3552], [1.6880, 4.4016, -0.2768], [-3.4025, 1.3855, 0.0805], [-4.8120, 1.5308, 0.2687], [-2.9789, 2.1555, -1.0750], [-2.7050, 1.8482, 1.2716], [-3.0537, 0.0112, -0.1511], [0.6586, 0.4916, -0.3405], [-0.4320, 0.4251, -1.2759], [1.7948, 1.0378, -1.0909], [0.2348, 1.3405, 0.7654], [0.8709, -0.8671, 0.1213], [0.3630, 6.8866, 5.4233], [1.5026, 6.6745, 4.6255], [1.3036, 6.8233, 3.1585], [0.2374, 5.8329, 2.6355], [0.6134, 4.5110, 2.1800], [1.4064, 3.6858, 3.1593], [0.3496, 3.1675, 4.2315], [-0.4698, 2.2412, 3.4286], [-1.2445, 1.2783, 4.1749], [-0.1155, 7.8659, 5.4357], [0.6656, 6.6800, 6.4498], [-0.4169, 6.1445, 5.2528], [2.2838, 6.8198, 2.6817], [0.8777, 7.8067, 2.9596], [-0.1982, 6.2998, 1.7521], [-0.5777, 5.6883, 3.3445], [1.1822, 4.5619, 1.3469], [2.1678, 4.3235, 3.6086], [1.7979, 2.7730, 2.7102], [-0.1669, 4.0596, 4.5858], [0.8283, 2.5455, 4.9879], [-0.5408, 0.6328, 4.7005], [-1.8931, 0.5910, 3.6316], [-2.0044, 1.8437, 4.7144], [-7.1507, 0.4581, -3.5495], [-6.1596, -0.6105, -3.6636], [-4.9672, -0.3753, -2.8879], [-3.9180, 0.6477, -3.4919], [-2.5163, 0.2822, -3.0967], [-1.6937, -0.4558, -4.0290], [-1.0301, 0.4698, -5.0757], [0.0400, 1.1766, -4.4629], [1.2601, 0.5028, -4.0419], [-6.7358, 1.4623, -3.4619], [-7.9598, 0.1521, -2.8863], [-7.6233, 0.4854, -4.5313], [-4.6137, -1.4047, -2.8285], [-5.1563, -0.1446, -1.8395], [-4.0906, 1.7239, -3.4874], [-4.0362, 0.4388, -4.5551], [-2.6062, -0.2803, -2.2627], [-2.2090, -1.2810, -4.5206], [-0.7696, -0.7729, -3.5456], [-1.7384, 1.1382, -5.5653], [-0.5156, -0.1257, -5.8299], [0.9992, -0.2089, -3.2586], [1.8288, 1.2868, -3.5418], [1.8517, 0.0056, -4.8105], [5.1632, -2.7130, 3.9065], [4.7076, -3.0803, 2.6401], [3.2321, -3.1976, 2.4884], [2.8011, -3.8667, 1.1212], [2.9944, -2.9431, -0.0077], [4.2753, -2.2337, -0.0419], [4.6382, -1.6563, -1.3956], [5.8482, -0.8797, -1.3936], [7.1084, -1.5412, -1.6260], [5.1051, -3.4994, 4.6590], [4.7064, -1.7862, 4.2535], [6.1539, -2.3077, 3.7004], [2.7970, -2.2077, 2.6260], [2.8176, -3.8213, 3.2804], [1.7456, -4.1384, 1.1340], [3.3056, -4.8262, 1.0080], [2.3181, -2.1930, 0.0062], [5.1459, -2.7242, 0.3933], [4.0939, -1.3316, 0.5424], [3.8585, -1.0303, -1.8295], [4.7529, -2.5064, -2.0681], [7.1038, -2.3457, -2.3614], [7.4681, -2.0568, -0.7356], [7.8424, -0.7457, -1.7552], [-2.1897, -4.6620, -4.3901], [-1.9078, -4.7831, -3.0226], [-1.0952, -3.7759, -2.5633], [-1.0372, -4.0244, -1.0800], [-2.2701, -3.6632, -0.3996], [-2.5500, -4.3415, 0.8442], [-1.6211, -4.1280, 1.9788], [-1.4676, -2.7375, 2.1771], [-0.3912, -2.4559, 3.1167], [-1.3314, -4.2074, -4.8848], [-3.1259, -4.1112, -4.4806], [-2.3647, -5.6671, -4.7737], [-1.7565, -2.9250, -2.7267], [-0.1348, -3.5041, -3.0014], [-0.2199, -3.4888, -0.5969], [-0.8820, -5.0933, -0.9338], [-3.0131, -3.9729, -1.0097], [-2.6024, -5.4089, 0.6298], [-3.5466, -4.0200, 1.1467], [-0.7498, -4.6698, 1.6109], [-1.9117, -4.4799, 2.9686], [0.4678, -3.1250, 3.0659], [-0.6203, -2.4080, 4.1813], [-0.0307, -1.4368, 2.9770]],
  "mulliken_charge": [1.72, 0.83, 0.11, -0.16, 1.41, -0.75, -0.76, -0.85, -0.99, 0.03, -0.70, -0.64, -0.40, 0.03, -0.03, -1.35, 0.30, 0.79, 0.54, -0.70, -0.35, -0.67, -0.97, 0.20, -0.59, -0.59, 0.26, -0.96, 0.31, 0.29, 0.22, 0.31, 0.39, 0.40, 0.56, 0.35, 0.59, 0.31, 0.17, 0.44, 0.37, 0.11, 0.32, -0.71, -0.47, -0.21, -0.90, 0.46, 0.39, -0.97, -0.36, -0.03, 0.30, 0.27, 0.29, 0.00, 0.39, 0.51, 0.46, -0.48, 0.61, -0.46, 0.29, 0.48, -0.01, -0.29, 0.39, -0.81, -0.30, -0.50, -0.16, -0.16, -0.26, -0.24, -0.28, -0.77, 0.26, 0.31, 0.30, 0.19, 0.65, -0.30, 0.40, 0.06, 0.36, 0.16, -0.21, 0.41, 0.34, 0.28, 0.25, -0.76, -0.42, -0.33, 0.05, -0.06, -1.32, -0.30, -0.12, -0.41, 0.35, 0.24, 0.25, -0.29, 0.54, -0.17, 0.56, 0.26, 0.51, 0.45, 0.24, 0.41, 0.21, 0.43, -0.14],
  "total_charge": 0,
  "s_squared": 20.006,
  "total_energy_ev": -160225.284,
  "multiplicity": 9
}